{
  "formula": "C6H13NO4",
  "method": "ωB97M-V with the def2-TZVPD basis set",
  "e_tot_ha": -591.84894,
  "total_charge": 0,
  "relative_energy_ev": 7.768,
  "homo_energy_ev": [-9.907, -9.826],
  "species": ["C", "C", "C", "C", "C", "C", "O", "O", "O", "N", "O", "H", "H", "H", "H", "H", "H", "H", "H", "H", "H", "H", "H", "H"],
  "coordinates": [[2.743, 0.623, 3.536], [2.688, 0.930, 2.057], [1.596, 0.124, 1.390], [1.559, 0.420, -0.108], [0.199, -0.036, -0.726], [-0.077, 0.217, -2.277], [-0.770, 1.402, -2.484], [-0.676, 0.515, 0.097], [-3.045, -0.509, -1.170], [-2.482, -0.643, -0.040], [-1.978, -1.623, 0.479], [3.544, 1.184, 4.018], [1.788, 0.863, 4.012], [2.949, -0.442, 3.668], [2.548, 2.005, 1.881], [3.638, 0.656, 1.591], [1.702, -0.947, 1.612], [0.594, 0.434, 1.726], [1.608, 1.525, -0.079], [2.402, 0.020, -0.673], [0.374, -1.142, -0.863], [0.878, 0.204, -2.838], [-0.705, -0.591, -2.707], [-1.461, 1.378, -1.765]],
  "lowdin_charge": [-0.12, -0.28, -0.23, -0.12, -0.44, -0.23, -0.07, -0.02, 0.07, -0.10, 0.10, 0.07, 0.08, 0.07, 0.11, 0.11, 0.13, 0.12, 0.13, 0.13, 0.16, 0.13, 0.12, 0.09]
}

---

{
  "formula": "CH3ClN2",
  "method": "ωB97M-V with the def2-TZVPD basis set",
  "spin_multiplicity": 3,
  "e_tot_ha": -609.36744,
  "total_charge": 0,
  "relative_energy_ev": 2.529,
  "homo_energy_ev": [-7.030, -10.474],
  "species": ["C", "N", "N", "Cl", "H", "H", "H"],
  "coordinates": [[0.023, 0.153, -0.386], [-0.141, -0.984, -0.831], [-1.176, 0.625, 1.507], [-1.667, -0.832, 1.988], [0.619, 0.980, -0.731], [-0.783, -1.336, -0.013], [-0.148, 0.799, 1.880]],
  "lowdin_charge": [-0.18, 0.02, -0.52, 0.59, 0.04, 0.00, 0.05]
}

---

{
  "formula": "C28H63F3MgNO11S5",
  "method": "ωB97M-V with the def2-TZVPD basis set",
  "e_tot_ha": -4477.45363,
  "total_charge": 1,
  "homo_energy_ev": -10.183,
  "species": ["Mg", "C", "O", "O", "C", "F", "F", "F", "C", "C", "H", "H", "H", "H", "H", "H", "C", "C", "N", "H", "H", "H", "C", "S", "O", "C", "H", "H", "H", "H", "H", "H", "C", "S", "O", "C", "H", "H", "H", "H", "H", "H", "C", "S", "O", "C", "H", "H", "H", "H", "H", "H", "C", "S", "O", "C", "H", "H", "H", "H", "H", "H", "C", "S", "O", "C", "H", "H", "H", "H", "H", "H", "C", "C", "O", "C", "H", "H", "H", "H", "H", "H", "C", "C", "O", "C", "H", "H", "H", "H", "H", "H", "C", "C", "O", "C", "H", "H", "H", "H", "H", "H", "C", "C", "O", "C", "H", "H", "H", "H", "H", "H"],
  "coordinates": [[2.661, -1.734, -1.614], [0.547, 0.453, -1.213], [0.711, 0.073, 0.148], [1.342, -0.317, -1.962], [-0.996, 0.472, -1.546], [-1.635, 1.510, -0.988], [-1.157, 0.525, -2.886], [-1.571, -0.671, -1.116], [0.106, 0.885, 1.145], [0.618, 0.313, 2.464], [0.179, 0.869, 3.300], [0.274, -0.693, 2.712], [1.705, 0.292, 2.510], [-0.983, 0.817, 1.083], [0.391, 1.942, 1.133], [0.782, 1.518, -1.407], [-0.188, 4.822, -1.037], [0.819, 4.181, -1.896], [1.628, 3.639, -2.506], [-0.795, 5.543, -1.581], [0.274, 5.340, -0.201], [-0.846, 4.001, -0.749], [1.279, -5.180, 0.975], [1.346, -3.345, 1.047], [1.818, -2.822, -0.294], [-0.447, -3.095, 0.953], [1.165, -5.522, 1.999], [2.292, -5.350, 0.599], [0.624, -5.620, 0.227], [-0.913, -3.585, 1.809], [-0.757, -3.616, 0.046], [-0.737, -2.055, 0.839], [-0.608, 2.869, 6.960], [-1.219, 1.447, 7.940], [-2.701, 1.495, 8.125], [-0.906, 0.205, 6.631], [-0.638, 2.751, 5.876], [0.378, 3.156, 7.320], [-1.256, 3.728, 7.148], [-1.433, 0.382, 5.692], [-1.112, -0.835, 6.872], [0.158, 0.327, 6.405], [6.257, -0.505, 0.368], [4.540, -0.529, 0.897], [3.747, -0.964, -0.291], [4.730, -1.926, 2.110], [6.777, -0.088, 1.237], [6.427, 0.123, -0.500], [6.710, -1.493, 0.283], [3.847, -2.533, 2.294], [5.211, -1.622, 3.036], [5.389, -2.607, 1.567], [5.274, 1.044, -4.014], [4.431, -0.548, -4.175], [4.230, -1.018, -2.736], [2.835, 0.182, -4.654], [5.657, 1.345, -4.993], [6.221, 0.996, -3.474], [4.557, 1.736, -3.582], [2.019, -0.526, -4.521], [2.858, 0.536, -5.687], [2.532, 1.059, -4.079], [-0.551, -2.775, -3.746], [1.065, -3.666, -3.831], [1.909, -2.941, -2.808], [0.458, -5.116, -2.928], [-0.603, -2.370, -2.734], [-1.431, -3.378, -3.955], [-0.479, -1.900, -4.390], [1.321, -5.754, -2.758], [-0.324, -5.564, -3.540], [0.014, -4.797, -1.987], [4.334, 2.769, -0.669], [4.299, 3.111, 0.776], [5.349, 3.164, 1.384], [2.967, 3.405, 1.396], [3.709, 1.873, -0.782], [5.347, 2.615, -1.034], [3.873, 3.520, -1.314], [3.025, 4.356, 1.930], [2.674, 2.669, 2.149], [2.129, 3.482, 0.702], [-4.689, -1.446, 2.654], [-3.815, -0.705, 3.612], [-3.387, -1.214, 4.624], [-3.403, 0.730, 3.347], [-5.116, -0.729, 1.950], [-5.483, -1.984, 3.166], [-4.139, -2.137, 2.011], [-4.105, 1.422, 2.881], [-2.494, 0.846, 2.748], [-3.120, 1.143, 4.316], [-3.957, 3.143, -2.807], [-4.083, 3.471, -1.363], [-3.721, 4.503, -0.836], [-4.752, 2.481, -0.421], [-4.063, 4.037, -3.427], [-4.681, 2.425, -3.179], [-2.911, 2.868, -2.971], [-5.473, 1.795, -0.866], [-5.181, 3.111, 0.353], [-3.966, 1.829, -0.029], [-4.691, -0.917, -3.346], [-4.530, -2.245, -2.623], [-3.465, -2.621, -2.181], [-5.795, -3.004, -2.319], [-4.622, -1.109, -4.417], [-3.847, -0.283, -3.078], [-5.634, -0.499, -3.004], [-5.666, -3.747, -1.538], [-6.252, -3.397, -3.228], [-6.490, -2.249, -1.940]],
  "lowdin_charge": [0.45, -0.42, -0.09, -0.17, -0.53, 0.12, 0.13, 0.12, -0.25, -0.06, 0.07, 0.06, 0.07, 0.10, 0.11, 0.12, -0.04, -0.26, 0.15, 0.09, 0.09, 0.06, -0.21, 0.94, -0.56, -0.21, 0.06, 0.05, 0.05, 0.07, 0.05, 0.04, -0.27, 0.83, -0.56, -0.27, 0.04, 0.04, 0.05, 0.02, 0.05, 0.04, -0.22, 0.93, -0.57, -0.20, 0.07, 0.06, 0.06, 0.02, 0.06, 0.05, -0.23, 0.96, -0.58, -0.23, 0.06, 0.06, 0.04, 0.04, 0.07, 0.05, -0.21, 0.98, -0.58, -0.23, 0.04, 0.06, 0.05, 0.06, 0.06, 0.04, -0.04, -0.51, 0.06, 0.00, 0.08, 0.08, 0.07, 0.10, 0.08, 0.05, -0.01, -0.48, 0.07, -0.01, 0.07, 0.09, 0.08, 0.08, 0.06, 0.07, -0.01, -0.50, 0.06, -0.02, 0.09, 0.07, 0.08, 0.07, 0.09, 0.07, 0.00, -0.49, 0.04, -0.02, 0.09, 0.07, 0.08, 0.08, 0.09, 0.08]
}

---

Please write out number 2 again, unchanged.
{
  "formula": "CH3ClN2",
  "method": "ωB97M-V with the def2-TZVPD basis set",
  "spin_multiplicity": 3,
  "e_tot_ha": -609.36744,
  "total_charge": 0,
  "relative_energy_ev": 2.529,
  "homo_energy_ev": [-7.030, -10.474],
  "species": ["C", "N", "N", "Cl", "H", "H", "H"],
  "coordinates": [[0.023, 0.153, -0.386], [-0.141, -0.984, -0.831], [-1.176, 0.625, 1.507], [-1.667, -0.832, 1.988], [0.619, 0.980, -0.731], [-0.783, -1.336, -0.013], [-0.148, 0.799, 1.880]],
  "lowdin_charge": [-0.18, 0.02, -0.52, 0.59, 0.04, 0.00, 0.05]
}